# 1
Computed, not measured: C6H10 in the gas phase, with ωB97M-V with the def2-TZVPD basis set.

The geometry in ORCA input format:
```
! RIJCOSX wB97M-V def2-TZVPD def2/J DEFGRID3
* xyz 0 1
C -0.51839 0.20031 -0.97826
C -0.56915 0.37009 0.53990
C 0.90185 0.73896 -1.00836
C -1.07624 -0.75932 1.42602
C 0.61588 -0.65592 -1.46104
C 0.94076 0.76334 0.52334
H -2.03463 -1.14281 1.05496
H -1.34542 0.43428 -1.64317
H 1.15268 1.73843 0.96949
H -1.14961 1.27686 0.74756
H -1.23667 -0.40864 2.45228
H 0.62008 -0.81170 -2.53770
H -0.37334 -1.59904 1.46425
H 1.62248 0.02297 0.96237
H 1.31490 1.49956 -1.66374
H 0.99142 -1.50272 -0.88648
*
```

Calculated values
orbital gap: 0.3969 Ha
structure (SMILES): C[C@H]1C[C@H]2C[C@H]21
energy above the lowest of the compared OMol25 structures with the same formula, charge and spin: 1.3262 eV

Results of the Mulliken charge analysis, in e, for atoms 1 through 6: -0.351, 0.337, -0.099, -1.345, -0.663, -0.905

---

# 2
Computed, not measured: a molecular structure, C17H40F3Na4O11S in a non-equilibrium geometry, with ωB97M-V with the def2-TZVPD basis set.

The geometry in ORCA input format:
```
! RIJCOSX wB97M-V def2-TZVPD def2/J DEFGRID3
* xyz 3 1
S 3.80833 5.05813 -24.01067
Na 3.44069 8.49247 -22.61773
Na 1.81411 6.61291 -26.69664
Na 3.65941 1.25581 -23.24281
Na 0.46736 4.00163 -22.88580
F 6.44348 5.17216 -24.45429
F 5.86133 3.47126 -23.21311
F 5.53267 3.38987 -25.37908
O 5.69636 0.62013 -21.71922
O 2.83126 4.06909 -23.45927
O 3.40956 5.44656 -25.37630
O 11.73290 7.43807 -19.11305
O 5.60451 8.81261 -24.11920
O 3.92781 6.17843 -23.09070
O 9.37004 0.63491 -25.43364
O 9.20374 6.17614 -21.32221
O 5.02221 9.74824 -21.47544
O 5.36844 -0.01972 -24.42082
O 9.37698 4.06499 -26.93610
C 12.59964 8.30935 -19.76359
C 9.00042 3.13682 -25.92514
C 5.61943 0.29947 -25.77795
C 6.68149 1.48977 -21.21524
C 8.10633 6.52020 -22.20447
C 9.97436 -0.59465 -25.87269
C 6.52533 -0.35025 -23.69739
C 5.54711 4.20979 -24.28285
C 11.01693 6.53862 -19.91454
C 6.28115 -0.59524 -22.16724
C 9.95182 7.23883 -20.77437
C 9.34842 1.67864 -26.42541
C 9.23698 5.44092 -26.55732
C 6.25371 10.02302 -22.12577
C 5.21559 9.57985 -20.06483
C 5.36780 8.79579 -25.48656
C 6.20264 10.01571 -23.69723
H 7.98536 3.27814 -25.55393
H 7.32938 7.05102 -21.65430
H 6.20189 9.22211 -26.04392
H 7.09491 -1.00806 -21.57101
H 9.62696 3.30630 -25.04945
H 9.69585 -1.42355 -25.22197
H 9.99262 5.77296 -25.84538
H 7.54086 5.62046 -22.44697
H 7.16327 1.11730 -20.31123
H 5.51501 -1.36887 -22.11595
H 5.54284 8.60260 -19.70987
H 10.31235 7.88058 -21.57828
H 5.11105 7.83372 -25.92994
H 8.25608 7.08154 -23.12673
H 11.05980 -0.58200 -25.77390
H 10.39964 1.71430 -26.71137
H 5.61665 10.84454 -24.09442
H 6.05456 2.30795 -20.86081
H 13.09104 7.95229 -20.66866
H 6.19051 1.22248 -25.87808
H 5.83905 10.34941 -19.60968
H 8.79786 1.32567 -27.29741
H 12.21167 9.29137 -20.03416
H 9.42922 7.91526 -20.09804
H 4.67415 0.43044 -26.30464
H 10.55928 5.85660 -19.19795
H 7.22543 10.10474 -24.06339
H 13.39612 8.55825 -19.06233
H 4.32359 9.57668 -19.43839
H 6.02712 -0.55675 -26.31531
H 7.33795 2.02590 -21.90062
H 11.65746 5.87251 -20.49256
H 6.98675 9.32930 -21.71404
H 7.25040 0.46164 -23.75389
H 4.51006 9.46251 -25.57523
H 9.62310 -0.91117 -26.85480
H 8.29927 5.71961 -26.07655
H 6.58904 11.02634 -21.86309
H 9.34453 5.99553 -27.48950
H 7.04188 -1.20775 -24.12863
*
```

Calculated values
orbital gap: 0.1631 Ha

Results of the Mulliken charge analysis, in e, for atoms 1 through 6: 1.099, 0.948, 1.017, 0.837, 0.985, 0.078

---

# 3
Computed, not measured: C4H8O in the gas phase in a non-equilibrium geometry, with ωB97M-V with the def2-TZVPD basis set.

The geometry in ORCA input format:
```
! RIJCOSX wB97M-V def2-TZVPD def2/J DEFGRID3
* xyz 0 3
O -2.06328 -1.43185 1.01667
C -1.17667 -1.62826 0.03876
C 0.03516 0.88263 -0.69891
C 1.12049 1.58644 -0.85557
C -0.10002 -0.47907 0.02362
H 0.80905 -0.73303 -0.45773
H 0.29991 -0.34092 1.06058
H -0.97567 -2.69840 0.09061
H 0.99676 2.48555 -1.40886
H -1.55157 -1.61310 1.82408
H -0.85960 1.36026 -1.27748
H -1.58500 -1.28044 -0.82807
H 2.18538 1.50168 -0.70019
*
```

Calculated values
orbital gap (alpha / beta): 0.2260 / 0.3058 Ha
expectation value of S²: 2.01
energy above the lowest of the compared OMol25 structures with the same formula, charge and spin: 2.9988 eV

Results of the Mulliken charge analysis, in e, for atoms 1 through 6: -0.504, -0.486, -0.054, -1.082, -0.306, 0.287

---

# 4
Computed, not measured: a molecular structure, C30H40HfN6O2Te, with ωB97M-V with the def2-TZVPD basis set.

The geometry in ORCA input format:
```
! RIJCOSX wB97M-V def2-TZVPD def2/J DEFGRID3
* xyz 2 1
Hf 0.38475 -0.23981 -0.75498
Te 3.17207 0.74513 -1.20596
O 1.46853 -4.31796 -0.74353
O -0.54633 1.02844 -4.72579
N -1.08293 1.76417 2.86679
N -0.61405 0.91514 0.74505
N 0.58875 -2.24998 -0.16571
N -2.08760 -0.20445 2.15480
N -0.18174 0.87151 -2.44725
N 0.52472 -1.53236 -2.60843
C -0.19946 0.40935 -3.75595
C -1.42270 -4.33743 0.17661
C 0.69405 -2.69239 3.53697
C -2.69933 -0.93300 1.04721
C -0.49926 2.26337 -2.23173
C 0.30873 -1.00532 -3.81471
C 0.05247 2.67709 2.78871
C 1.03999 -3.01860 -4.83977
C 1.25650 -3.56363 -3.57827
C 0.96082 -2.78235 -2.47937
C -0.66546 -3.74206 1.33105
C -1.74326 2.61732 -1.69264
C -1.95375 3.94176 -1.31947
C 0.54564 -1.72413 -4.96790
C 3.08049 2.60973 -0.17580
C 0.19884 4.56164 -2.16916
C -2.30716 -0.78175 3.48242
C -0.97977 4.90414 -1.52616
C 0.97245 -2.20177 2.26676
C 0.44960 3.24862 -2.55359
C 2.05944 -1.18294 2.08078
C -1.26578 0.82164 1.93496
C 1.05333 -3.23232 -1.04725
C -2.88898 1.64771 -1.59805
C -0.23518 -3.70370 3.71331
C 4.57955 -0.13929 0.12066
C -0.91133 -4.21217 2.61713
C 1.65743 2.96254 -3.40338
C -2.12436 2.14176 3.82598
C 0.29811 -2.73566 1.16520
H 1.24941 -3.60590 -5.72383
H 1.43584 3.24864 -4.43329
H 1.69255 -0.21863 1.69460
H -0.42903 -4.09852 4.70168
H -2.90894 -0.25757 0.22360
H 1.23691 -2.29994 4.38806
H -1.87284 1.83019 4.83906
H -2.07471 -1.76491 0.71822
H 2.20757 3.15519 -0.52740
H -2.22247 3.22661 3.80869
H 4.31336 0.08631 1.14779
H -1.61542 -3.61005 -0.61651
H -1.15942 5.93003 -1.23360
H -2.91096 4.22364 -0.89733
H -0.16813 3.54591 2.16146
H -1.56374 -0.41024 4.18096
H 1.62664 -4.56914 -3.43479
H -3.30826 -0.56314 3.85375
H -2.58343 0.61313 -1.74941
H -3.61482 1.87706 -2.38038
H 3.98662 3.16209 -0.40748
H 2.55030 -0.96292 3.02807
H 0.27936 3.02977 3.79240
H -0.51235 1.89811 0.48353
H 0.92668 5.32822 -2.40651
H 3.01509 2.41167 0.89078
H 1.92799 1.90899 -3.43733
H -1.64007 -5.00164 2.75321
H -3.64378 -1.34684 1.39679
H 0.34699 -1.26987 -5.92870
H -2.18292 -1.86009 3.39878
H -2.38046 -4.73143 0.51203
H 2.81061 -1.56504 1.39143
H -3.40988 1.73691 -0.64359
H -3.07697 1.70989 3.53573
H 5.54834 0.28614 -0.12768
H 0.92623 2.15794 2.40024
H 4.59790 -1.21216 -0.05097
H 2.52342 3.54478 -3.08569
H -0.86102 -5.16117 -0.26590
*
```

Calculated values
orbital gap: 0.2788 Ha
energy above the lowest of the compared OMol25 structures with the same formula, charge and spin: 0.0000 eV

Results of the Mulliken charge analysis, in e, for atoms 1 through 6: -0.741, 0.293, -0.550, -0.578, 0.134, 1.187